# 1
This record from OMol25 describes 2 unconnected molecules or ions with the total composition C10H16. The level of theory is the ωB97M-V functional and the def2-TZVPD basis.

Cartesian coordinates (Å):
C1 -2.7246 1.9306 -0.1325
C2 0.1395 2.1759 2.3151
C3 -0.9825 2.5019 1.5926
C4 0.6466 0.8327 2.2652
C5 -1.5950 1.5738 0.7486
C6 0.0692 -0.1377 1.4878
C7 -0.9765 0.2639 0.6595
H1 0.6320 2.9263 2.9165
H2 -1.4277 3.4900 1.6180
H3 1.5068 0.6187 2.8699
H4 0.4564 -1.1326 1.3219
H5 -3.6171 1.4326 0.2743
H6 -2.5780 1.5732 -1.1519
H7 -1.3396 -0.4293 -0.0896
H8 -2.9108 3.0013 -0.1469
C8 0.9669 -2.1601 -1.9081
C9 1.1795 -0.6079 -1.7854
C10 1.7544 -2.9785 -0.8694
H9 -0.0992 -2.2602 -1.8954
H10 1.3562 -2.3839 -2.8938
H11 1.7090 -0.2028 -2.6440
H12 2.6480 -3.2881 -1.3994
H13 2.0124 -2.4114 0.0246
H14 1.7359 -0.3637 -0.8806
H15 0.2226 -0.0868 -1.7222
H16 1.2159 -3.8778 -0.5747

## Properties
molecular weight = 136.2 g mol⁻¹
charge = +1
calculated total energy = -390.29592 hartree
multiplicity = 2
LUMO (alpha / beta) = -0.1611 / -0.3026 Ha
largest force on an atom = 2.0 eV/A
gap between HOMO and LUMO (alpha / beta) = 9.94 / 6.09 eV



# 2
This record from OMol25 describes 5 unconnected molecules or ions with the total composition C32H71F3N4O7P. The level of theory is the ωB97M-V functional and the def2-TZVPD basis.

Cartesian coordinates (Å):
C1 -2.5755 3.1576 -5.8628
C2 -1.7841 1.7808 -5.3397
C3 -0.1806 2.1338 -5.3770
C4 0.5935 1.5258 -4.0643
C5 1.7068 0.3797 -4.4516
C6 3.0547 0.5766 -3.5216
C7 3.3697 -0.7563 -2.5871
C8 5.0232 -0.8223 -2.4401
C9 5.4308 -2.2397 -1.6845
C10 6.0343 -1.9296 -0.1839
C11 5.3031 -2.7648 1.0206
C12 3.7074 -2.3257 1.2647
C13 3.7634 -0.7344 1.7150
P1 2.2834 -0.1927 2.8357
C14 3.5511 0.0815 4.2404
O1 3.0030 0.8377 5.4164
C15 4.1098 0.9074 6.3913
C16 4.0359 -0.1973 7.6001
O2 0.9005 0.1396 3.8566
C17 0.5105 -1.0047 4.6840
C18 -0.5068 -2.0830 3.9915
C19 -2.0152 -1.4542 3.6413
O3 -0.7819 -3.1155 5.0474
C20 1.0346 -0.2210 1.3494
F1 -0.2243 0.4453 1.8551
F2 0.6637 -1.5796 0.9069
F3 1.4771 0.6460 0.2063
H1 -3.5875 2.8686 -6.3810
H2 -1.8964 3.6907 -6.6861
H3 -2.7399 3.8624 -4.9201
H4 -2.1627 1.5520 -4.2356
H5 -2.0397 0.8575 -6.0179
H6 -0.0873 3.3176 -5.3080
H7 0.3200 1.8359 -6.4078
H8 -0.2279 1.0956 -3.3398
H9 1.0953 2.4304 -3.4989
H10 1.3066 -0.7130 -4.3121
H11 2.0101 0.5554 -5.5710
H12 3.9932 0.7568 -4.2163
H13 2.9688 1.5001 -2.7777
H14 2.9257 -1.7537 -3.0331
H15 2.9624 -0.6074 -1.4822
H16 5.5002 -0.8151 -3.5292
H17 5.3437 0.1391 -1.8437
H18 6.2295 -2.7790 -2.3669
H19 4.5217 -2.9682 -1.5513
H20 6.0680 -0.7690 0.0163
H21 7.1694 -2.2982 -0.1993
H22 5.3957 -3.9346 0.8012
H23 5.8785 -2.5134 2.0255
H24 3.1731 -2.4644 0.2329
H25 3.3219 -3.0503 2.0980
H26 3.8571 -0.1171 0.7228
H27 4.8208 -0.6192 2.2577
H28 2.0918 -1.5868 3.1283
H29 2.4716 1.2275 2.5030
H30 4.1251 -0.8909 4.5477
H31 4.3745 0.8302 3.8055
H32 4.1291 1.9760 6.9197
H33 5.1694 0.8056 5.8706
H34 4.3883 -1.2831 7.2901
H35 2.9905 -0.2416 8.1575
H36 4.8242 0.1583 8.4228
H37 1.4272 -1.5722 5.1974
H38 -0.0894 -0.5459 5.6103
H39 -0.0431 -2.6847 3.0967
H40 -2.2457 -0.4868 4.2755
H41 -2.8781 -2.2236 3.8718
H42 -2.0860 -1.1951 2.4955
H43 -0.1134 -3.8655 4.8607
C21 -4.1812 3.9138 -0.4724
C22 -3.9747 3.0332 -1.6730
O4 -4.6796 3.1211 -2.6753
N1 -2.9684 2.1138 -1.6296
C23 -2.0385 1.8556 -0.5559
H44 -5.0182 4.5931 -0.6577
H45 -4.4191 3.3039 0.4033
H46 -3.2852 4.5127 -0.2881
H47 -2.8931 1.5595 -2.4751
H48 -1.0269 2.0106 -0.9391
H49 -2.1516 0.8118 -0.2532
H50 -2.2054 2.5048 0.3048
C24 -2.8914 -4.7906 6.6271
C25 -3.2049 -6.0698 5.9026
O5 -2.5703 -6.4325 4.9152
N2 -4.2294 -6.8385 6.3708
C26 -5.0879 -6.5904 7.5048
H51 -2.0520 -4.2896 6.1364
H52 -3.7563 -4.1223 6.5991
H53 -2.6084 -5.0051 7.6612
H54 -4.3785 -7.6829 5.8300
H55 -4.9810 -7.4266 8.2000
H56 -6.1195 -6.5510 7.1466
H57 -4.8437 -5.6582 8.0159
C27 0.6650 5.7461 -1.8619
C28 -0.3706 5.5203 -2.9278
O6 -0.9103 4.4290 -3.0921
N3 -0.7084 6.5717 -3.7279
C29 -0.1950 7.9207 -3.6965
H58 0.8268 4.8171 -1.3077
H59 1.6127 6.0457 -2.3174
H60 0.3204 6.5107 -1.1603
H61 -1.4117 6.3405 -4.4205
H62 -1.0343 8.5988 -3.5243
H63 0.2475 8.1376 -4.6718
H64 0.5544 8.0631 -2.9166
C30 -5.1905 -2.3327 -6.7969
C31 -4.4507 -1.1384 -6.2623
O7 -3.7389 -0.4381 -6.9780
N4 -4.5862 -0.8387 -4.9389
C32 -5.3675 -1.5297 -3.9407
H65 -4.9831 -2.4423 -7.8653
H66 -4.8570 -3.2399 -6.2859
H67 -6.2675 -2.1957 -6.6669
H68 -4.0577 -0.0213 -4.6553
H69 -6.0896 -0.8222 -3.5260
H70 -4.6907 -1.8580 -3.1481
H71 -5.8959 -2.3923 -4.3491

## Properties
molecular weight = 711.9 g mol⁻¹
charge = -1
calculated total energy = -2648.19939 hartree
LUMO = 0.0793 Ha
largest force on an atom = 4.3 eV/A
gap between HOMO and LUMO = 7.38 eV



# 3
This record from OMol25 describes 2 unconnected molecules or ions with the total composition C2H9O2. The level of theory is the ωB97M-V functional and the def2-TZVPD basis.

Cartesian coordinates (Å):
O1 -1.6085 -0.2534 1.7903
H1 -0.5433 -1.0001 0.7755
H2 -1.9216 0.6425 1.3403
H3 -1.2254 0.0462 2.6253
C1 0.9783 -0.2901 -1.0055
O2 -0.0233 -1.1785 -0.1528
C2 0.4392 1.1202 -0.6300
H4 1.8594 -0.7409 -0.5798
H5 0.7271 -0.7037 -1.9144
H6 0.0631 -2.1988 -0.4776
H7 0.9238 1.5137 0.3169
H8 1.0090 1.8178 -1.3755
H9 -0.6779 1.2252 -0.7128

## Properties
molecular weight = 65.1 g mol⁻¹
charge = +1
calculated total energy = -231.74532 hartree
LUMO = -0.1424 Ha
largest force on an atom = 4.9 eV/A
gap between HOMO and LUMO = 13.10 eV



# 4
This record from OMol25 describes a gas-phase ion, C10H18N4S (charge +2). The level of theory is the ωB97M-V functional and the def2-TZVPD basis.

Cartesian coordinates (Å):
C1 -2.5410 -2.4931 0.4514
C2 0.2569 -0.6578 1.1092
C3 0.4708 0.7604 -1.1834
C4 -3.0681 -0.0101 0.3145
C5 -2.1610 -1.1257 0.9359
C6 1.1612 1.1973 0.0858
C7 -0.8640 0.0108 -0.9093
C8 -1.0689 -0.8367 -2.1387
C9 3.2759 -0.0978 -0.5357
C10 2.6671 1.1010 0.3171
N1 -2.7383 -3.5917 0.2298
N2 -0.7351 -0.7541 0.3278
N3 0.3626 -1.3352 2.2113
N4 0.5223 2.3626 0.6828
S1 -2.1523 1.1800 -0.6514
H1 0.1801 1.6698 -1.6682
H2 1.1379 0.3030 -1.7800
H3 -3.8943 -0.4545 -0.3339
H4 -3.6373 0.6244 0.9614
H5 -2.0351 -1.1063 2.0059
H6 -1.9363 -1.4981 -2.1982
H7 -0.2308 -1.5186 -2.2145
H8 -1.2203 -0.2084 -3.0663
H9 4.0728 -0.6339 0.0281
H10 3.6869 0.2781 -1.4543
H11 2.5588 -0.9243 -0.6712
H12 3.2147 1.9464 -0.0744
H13 2.7827 1.2251 1.5138
H14 1.1873 -1.2992 2.8328
H15 -0.2486 -2.1269 2.4158
H16 0.6312 2.5098 1.6291
H17 -0.5516 2.3749 0.6147
H18 0.9136 3.1289 0.2125

## Properties
molecular weight = 226.3 g mol⁻¹
charge = +2
calculated total energy = -1008.30356 hartree
LUMO = -0.3194 Ha
largest force on an atom = 4.4 eV/A
gap between HOMO and LUMO = 8.06 eV